1.
The following is a DFT calculation (ωB97M-V/def2-TZVPD) of 10 unconnected molecules or ions with the total composition C10H40N20O10.

Values from the calculation:
* charge: +1
* spin multiplicity: 2
* E: -61293.500 eV
* energy relative to the best compared isomer or geometry (same formula, charge and spin): 1.1002 eV
* LUMO (spin up / spin down): -2.400 / -8.585 eV

Each line ends with the Löwdin charge.
Atoms and positions in Å:
1 C -31.043 -1.940 -9.681  -0.770
2 O -31.007 -1.600 -8.500  -0.031
3 N -31.251 -3.182 -9.998  0.194
4 N -30.956 -1.124 -10.643  0.233
5 H -31.219 -3.971 -9.369  0.131
6 H -31.415 -3.410 -10.968  0.122
7 H -30.987 -1.458 -11.595  0.137
8 H -30.896 -0.123 -10.523  0.097
9 C -31.933 4.916 -2.620  -0.743
10 O -31.233 4.680 -1.615  0.013
11 N -32.869 4.165 -3.147  0.173
12 N -31.920 6.110 -3.184  0.169
13 H -33.358 3.446 -2.635  0.090
14 H -33.417 4.506 -3.924  0.112
15 H -31.272 6.771 -2.780  0.130
16 H -32.549 6.309 -3.949  0.115
17 C -27.693 0.743 -8.099  -0.724
18 O -27.555 1.988 -8.077  -0.019
19 N -26.955 0.012 -7.258  0.164
20 N -28.544 0.126 -8.774  0.211
21 H -27.030 -0.994 -7.284  0.101
22 H -26.789 0.460 -6.368  0.111
23 H -29.127 0.720 -9.345  0.059
24 H -28.550 -0.882 -8.835  0.124
25 C -32.459 1.034 -6.638  -0.809
26 O -33.424 0.390 -7.005  -0.008
27 N -31.251 0.696 -6.764  0.225
28 N -32.632 2.227 -6.215  0.190
29 H -31.133 -0.129 -7.334  0.055
30 H -30.463 1.322 -6.677  0.098
31 H -33.546 2.607 -6.016  0.116
32 H -31.791 2.757 -6.034  0.057
33 C -29.061 3.704 -5.379  -0.884
34 O -30.076 3.211 -5.681  0.049
35 N -28.043 3.649 -6.127  0.207
36 N -28.871 4.368 -4.349  0.217
37 H -27.294 4.254 -5.820  0.130
38 H -28.106 3.085 -6.962  0.054
39 H -28.088 4.983 -4.522  0.130
40 H -29.554 4.576 -3.635  0.106
41 C -35.525 -1.361 -9.306  -0.735
42 O -36.426 -1.912 -9.916  0.035
43 N -34.386 -2.003 -9.087  0.153
44 N -35.340 -0.085 -8.966  0.154
45 H -33.771 -1.511 -8.455  0.053
46 H -34.356 -3.012 -9.069  0.115
47 H -34.558 0.138 -8.368  0.035
48 H -36.009 0.571 -9.343  0.103
49 C -32.990 0.463 -2.699  -0.634
50 O -33.910 1.276 -2.718  0.300
51 N -33.186 -0.733 -2.273  0.340
52 N -31.770 0.755 -3.005  0.281
53 H -34.165 -0.779 -2.031  0.164
54 H -32.768 -1.552 -2.692  0.108
55 H -31.091 0.010 -3.071  0.144
56 H -31.635 1.682 -3.382  0.121
57 C -30.678 2.493 -10.423  -0.810
58 O -29.773 1.721 -10.610  0.029
59 N -31.630 2.802 -11.195  0.204
60 N -30.810 3.170 -9.345  0.203
61 H -32.400 3.285 -10.754  0.084
62 H -31.787 2.386 -12.101  0.136
63 H -31.458 3.944 -9.330  0.092
64 H -30.116 2.940 -8.647  0.106
65 C -32.068 -2.502 -5.054  -0.826
66 O -32.603 -2.975 -4.068  0.012
67 N -30.857 -2.064 -5.159  0.191
68 N -32.720 -2.208 -6.063  0.209
69 H -30.224 -2.181 -4.381  0.127
70 H -30.598 -1.706 -6.068  0.087
71 H -33.707 -2.389 -6.173  0.145
72 H -32.208 -1.699 -6.770  0.051
73 C -34.542 4.163 -9.037  -0.729
74 O -33.432 4.486 -9.464  0.007
75 N -34.733 3.059 -8.409  0.179
76 N -35.707 4.706 -9.353  0.172
77 H -35.644 2.697 -8.164  0.123
78 H -33.870 2.540 -8.329  0.096
79 H -36.420 3.996 -9.440  0.115
80 H -35.640 5.546 -9.910  0.126

2.
The following is a DFT calculation (ωB97M-V/def2-TZVPD) of a molecular structure, C31H24F12N5O2ReSe.

Values from the calculation:
* charge: +4
* E: -144122.204 eV
* LUMO: -12.841 eV

Each line ends with the Löwdin charge.
Atoms and positions in Å:
1 Re 1.434 -0.530 -0.434  1.836
2 C 3.406 1.545 -5.796  0.040
3 C 2.640 1.335 -4.516  -0.108
4 C 2.178 2.286 -3.577  0.049
5 C 1.489 1.879 -2.489  0.094
6 C 1.184 0.397 -2.255  -0.347
7 N 0.059 0.156 -1.424  -0.066
8 C -1.176 0.907 -1.454  -0.183
9 C -1.898 1.240 -2.576  0.032
10 C -3.110 1.892 -2.472  0.050
11 C -3.690 2.065 -1.188  -0.217
12 C -5.075 2.559 -1.168  0.001
13 C -2.961 1.762 -0.015  0.053
14 C -1.645 1.182 -0.156  -0.060
15 C -0.677 1.042 1.081  -0.287
16 O 0.357 0.124 1.022  -0.284
17 C -0.061 2.597 1.245  -0.520
18 F 0.731 2.829 0.175  0.162
19 F -1.038 3.447 1.332  0.246
20 F 0.639 2.585 2.390  0.181
21 C -1.379 0.744 2.463  -0.498
22 F -2.204 1.546 3.016  0.215
23 F -3.534 -1.303 1.319  -0.325
24 F -0.544 0.416 3.415  0.137
25 C 1.727 -0.470 -3.224  -0.061
26 C 2.497 -0.033 -4.232  0.049
27 C 1.859 -1.978 -2.852  -0.161
28 O 2.088 -1.973 -1.425  -0.237
29 C 0.569 -2.871 -3.203  -0.568
30 F 0.577 -2.748 -4.504  0.227
31 F -0.559 -2.371 -2.627  0.151
32 F 0.716 -4.115 -2.839  0.239
33 C 3.208 -2.795 -3.294  -0.524
34 F 4.266 -2.035 -2.778  0.114
35 F 3.362 -2.770 -4.634  0.174
36 F 3.291 -3.972 -2.832  0.284
37 H 2.621 1.324 -6.525  0.133
38 H 3.749 2.584 -6.039  0.132
39 H 4.167 0.751 -5.843  0.120
40 H 2.368 3.357 -3.705  0.157
41 H 1.189 2.652 -1.867  0.094
42 H -1.461 0.903 -3.487  0.132
43 H -3.645 2.105 -3.397  0.148
44 H -5.031 3.300 -0.394  0.100
45 H -5.348 2.986 -2.078  0.082
46 H -5.670 1.677 -0.952  0.116
47 H -3.462 2.056 0.907  0.127
48 H 2.955 -0.704 -4.958  0.148
49 N 8.080 1.314 2.125  0.268
50 C 7.054 0.833 1.989  -0.115
51 C 5.732 0.369 1.728  -0.119
52 C 4.579 1.039 2.206  0.067
53 C 3.328 0.679 1.778  -0.055
54 N 3.119 -0.338 0.884  -0.103
55 C 4.214 -1.059 0.586  -0.113
56 C 5.463 -0.730 0.908  0.033
57 H 4.702 1.904 2.780  0.128
58 H 2.486 1.163 2.093  0.071
59 H 4.064 -1.902 -0.105  0.123
60 H 6.298 -1.309 0.586  0.148
61 C -1.880 -3.518 4.759  0.054
62 N -2.987 -2.519 4.759  -0.095
63 C -3.938 -2.551 5.729  0.059
64 C -4.900 -1.621 5.386  0.100
65 N -4.516 -1.034 4.171  -0.047
66 C -5.311 -0.052 3.446  0.037
67 C -3.293 -1.575 3.867  -0.415
68 Se -2.205 -1.326 2.390  1.570
69 H -1.709 -3.807 5.814  0.135
70 H -0.983 -3.185 4.290  0.075
71 H -2.292 -4.364 4.189  0.132
72 H -3.903 -3.156 6.621  0.170
73 H -5.865 -1.560 5.856  0.166
74 H -5.902 -0.443 2.612  0.127
75 H -4.608 0.785 3.237  0.104
76 H -5.986 0.400 4.157  0.117

3.
The following is a DFT calculation (ωB97M-V/def2-TZVPD) of 15 unconnected molecules or ions with the total composition H29O15.

Values from the calculation:
* charge: -1
* E: -31182.214 eV
* energy relative to the best compared isomer or geometry (same formula, charge and spin): 4.0064 eV
* LUMO: 2.408 eV

Each line ends with the Löwdin charge.
Atoms and positions in Å:
1 O -0.966 -2.971 -3.034  -0.093
2 H -1.072 -3.069 -2.044  0.069
3 H 0.231 -2.211 0.787  -0.035
4 O 1.317 3.341 -4.049  -0.084
5 H 0.670 3.421 -3.271  0.071
6 H 1.913 3.854 -3.496  0.019
7 O 0.305 -2.593 1.576  0.071
8 H -2.027 -3.438 0.686  0.001
9 H 2.715 0.782 1.874  0.013
10 O -1.944 -0.606 1.262  -0.029
11 H -1.572 0.249 0.937  0.077
12 H -2.482 -1.086 0.692  -0.003
13 O -0.364 -0.200 -2.038  -0.225
14 H -0.099 0.511 -1.213  0.035
15 H 3.908 0.500 0.370  0.013
16 O 2.404 1.399 -1.141  -0.138
17 H 1.478 1.419 -0.753  -0.065
18 H 2.082 1.845 -1.940  0.007
19 O -2.886 -3.593 1.051  -0.040
20 H -1.367 -0.231 -1.844  0.028
21 H -3.359 -2.804 1.331  0.028
22 O -0.855 -1.229 3.720  -0.138
23 H -0.146 -0.801 4.341  0.101
24 H -0.998 -2.021 -3.246  0.009
25 O 2.946 -1.987 2.610  -0.103
26 H 3.178 -1.709 3.562  0.074
27 H 3.292 -1.292 2.029  -0.034
28 O 0.086 1.876 -0.450  -0.385
29 H -0.225 2.711 -0.851  -0.040
30 O -3.591 -1.605 -3.325  -0.112
31 H -3.590 -1.069 -4.184  0.073
32 H -2.855 -2.252 -3.386  -0.002
33 O -3.176 2.706 -1.698  -0.100
34 H -3.277 3.039 -0.773  0.055
35 H -3.935 2.392 -2.242  0.047
36 O 4.090 -0.432 0.584  -0.096
37 H 3.631 -0.908 -0.196  0.116
38 H -1.220 -0.714 2.929  0.029
39 O 2.719 1.718 2.110  -0.031
40 H 2.863 2.006 1.237  -0.014
41 H -0.029 -2.248 2.271  -0.121
42 O 0.080 3.694 3.001  -0.067
43 H 0.456 4.172 2.375  -0.082
44 H 0.513 2.809 2.594  0.101